The following is a quantum chemistry calculation of C24H27CrN6O2 as an isolated structure, from OMol25.

Geometry as XYZ:
```
60
Properties=species:S:1:pos:R:3:forces:R:3
Cr 0.34245 -0.52232 -0.45664 0.947 0.425 -1.093
C 0.70819 -3.63243 -0.86981 -0.110 -0.255 0.240
C 0.03479 -3.63886 0.49850 0.172 0.065 -0.255
N -0.50387 -2.27520 0.75575 -0.555 -0.311 0.580
C -0.43059 -1.82424 2.17472 0.191 0.097 -0.029
C 0.53256 -0.62449 2.31767 -0.102 0.030 0.151
N 1.49778 -0.57363 1.18340 0.242 -0.195 0.607
C 2.44968 -1.72948 1.23671 0.015 -0.028 -0.020
C 2.71073 -2.35055 -0.13148 0.264 -0.031 0.041
N 1.51340 -2.41370 -0.99320 -0.328 0.254 0.070
H -0.04074 -3.61818 -1.66603 0.027 0.004 0.033
H 1.30626 -4.54118 -0.99473 -0.010 0.069 -0.024
H 0.74186 -3.91932 1.27717 0.013 0.065 -0.010
H -0.76526 -4.37979 0.52770 0.035 -0.002 -0.003
H -1.49359 -2.34940 0.54823 0.153 0.131 -0.036
H -0.13505 -2.65340 2.81815 0.048 0.034 -0.025
H -1.42102 -1.51462 2.51055 0.037 -0.011 -0.003
H 1.06777 -0.67374 3.26993 -0.025 0.026 -0.047
H -0.02276 0.31673 2.30798 0.002 -0.036 -0.007
H 2.02026 0.29410 1.27120 0.035 -0.031 -0.067
H 2.03416 -2.46342 1.92218 -0.032 0.026 0.018
H 3.39698 -1.41385 1.67733 -0.040 0.048 -0.047
H 3.15062 -3.34180 0.01975 -0.071 0.003 -0.053
H 3.44431 -1.74807 -0.66081 0.007 -0.048 0.008
H 1.84302 -2.32128 -1.94813 -0.102 0.005 -0.042
O -5.43820 1.78767 2.75914 -0.070 -0.011 0.162
N -4.84685 2.75135 2.32225 0.003 0.279 -0.206
O -5.13256 3.91201 2.49248 -0.033 -0.164 0.077
C -3.64166 2.47496 1.51225 0.505 0.414 -0.004
C -2.71381 3.45990 1.42664 -0.507 -0.341 0.153
C -1.49281 3.24464 0.72431 0.160 -0.588 -0.248
C -0.58633 4.27644 0.43063 0.219 -0.119 -0.181
C 0.49330 3.98342 -0.36745 -0.214 0.102 0.155
C 0.72520 2.66282 -0.76230 -0.002 -0.014 0.180
N -0.05636 1.64397 -0.41746 -0.093 -0.008 0.355
C -1.20307 1.95284 0.24443 -0.097 0.544 -0.032
C -2.22203 0.94481 0.26822 -0.365 0.039 0.301
N -1.93920 -0.19772 -0.39597 -0.275 -0.120 -0.441
C -2.93688 -1.04608 -0.60750 0.012 0.006 -0.064
C -4.22903 -0.84640 -0.12358 -0.020 0.137 0.107
C -4.50424 0.26785 0.63980 0.089 -0.306 -0.168
C -3.48173 1.20923 0.85122 0.286 -0.049 -0.154
H -2.91335 4.41838 1.88493 -0.035 0.029 0.024
H -0.77312 5.28159 0.78355 0.003 0.037 0.015
H 1.18069 4.75127 -0.68807 0.028 0.029 -0.011
H 1.58424 2.43540 -1.36720 0.106 -0.044 -0.023
H -2.70719 -1.92439 -1.20436 -0.029 0.012 0.042
H -5.00065 -1.56631 -0.35095 -0.032 -0.026 -0.006
H -5.48947 0.42811 1.04995 0.020 -0.024 -0.043
C 3.79654 1.07736 -3.48440 0.108 0.045 -0.048
C 4.06986 1.18333 -2.12825 -0.041 -0.019 -0.010
C 3.14729 0.72651 -1.19495 0.089 -0.089 0.107
C 1.94583 0.14598 -1.59786 -0.345 -0.018 0.118
C 1.69793 0.03632 -2.95861 -0.158 0.008 -0.156
C 2.60921 0.50486 -3.90317 -0.091 -0.070 0.014
H 4.51084 1.43766 -4.21099 0.019 0.011 -0.017
H 4.99973 1.62475 -1.79686 0.024 0.015 0.026
H 3.40884 0.85594 -0.14786 -0.047 -0.034 0.044
H 0.76823 -0.40457 -3.32018 -0.009 0.010 -0.017
H 2.38885 0.41821 -4.95795 -0.019 -0.008 -0.033
```
Forces are in eV/Å.

Summary:
Net charge: +2
Orbital gap (spin up / spin down) (eV): 7.85 / 7.99
Multiplicity: 4
Lowest unoccupied orbital energy (spin up / spin down) (eV): -6.73 / -6.78
Energy relative to the best compared isomer or geometry (same formula, charge and spin) (kcal per mole): 36.0
HOMO energy (spin up / spin down) (eV): -14.579 / -14.768

Löwdin atomic charge list, values in e, 2 entries: atom 1 (Cr): 0.87, atom 2 (C): -0.15

The following is a quantum chemistry calculation of a 2-piece molecular cluster, C5H13NO2 overall, from OMol25.

Geometry as XYZ:
```
21
Properties=species:S:1:pos:R:3:forces:R:3
C -0.37568 -1.70359 0.35035 0.811 0.256 2.184
C -1.63037 -2.48118 0.47055 -1.563 -0.284 0.799
N 0.78986 -2.53114 -0.18281 -0.140 1.531 -0.485
H -0.40368 -0.73586 -0.13238 -0.133 -0.164 -1.071
H -0.03128 -1.31202 1.33441 -0.156 -0.562 -0.269
H -2.06429 -2.89350 -0.44718 0.188 0.296 0.025
H -2.37265 -1.83895 0.96636 0.053 0.257 -0.669
H 0.57964 -2.82559 -1.13668 0.229 -0.079 0.014
H 1.54214 -1.83046 -0.19819 0.307 -0.493 -0.184
H 1.07662 -3.33639 0.36931 -0.234 0.085 0.231
H -1.64128 -3.27407 1.22911 0.775 -0.211 -0.317
C 0.23507 1.89954 -0.45843 -0.437 0.660 0.518
C 0.05174 3.35988 -0.90395 -0.523 -0.260 -0.630
C 1.12904 1.92720 0.81241 1.374 -2.280 -0.278
O 2.28113 2.34695 0.60260 -0.091 0.706 0.100
O 0.74149 1.29665 1.84243 -0.664 0.238 -0.483
H -0.69132 1.37128 -0.18850 -0.119 0.400 -0.238
H 0.73377 1.35947 -1.27497 0.074 -0.084 0.254
H 0.98561 3.68885 -1.36173 -0.060 0.127 0.221
H -0.17989 3.99328 -0.05390 0.089 0.104 0.154
H -0.75568 3.51965 -1.63881 0.219 -0.243 0.126
```
Forces are in eV/Å.

Summary:
Net charge: 0
Orbital gap (eV): 5.77
Multiplicity: 1
Lowest unoccupied orbital energy (eV): -1.11
Energy relative to the best compared isomer or geometry (same formula, charge and spin) (kcal per mole): 79.4
HOMO energy (eV): -6.884

Löwdin atomic charge list, values in e, 2 entries: atom 1 (C): -0.20, atom 2 (C): -0.09

The following is a quantum chemistry calculation of an isolated ion of composition C19H36N3O and charge +1, from OMol25.

Geometry as XYZ:
```
59
Properties=species:S:1:pos:R:3:forces:R:3
C 2.20971 5.35919 2.05689 -0.243 -0.061 -0.025
C 1.13795 4.28859 1.89828 0.346 -0.054 0.020
C 1.74521 2.88958 1.81829 -0.470 0.118 -0.008
C 0.67168 1.81526 1.65187 0.523 -0.046 -0.075
C 1.25539 0.39646 1.57312 -0.207 -0.027 0.084
C 1.59829 -0.18448 2.95419 -0.100 0.037 -0.118
C 0.39492 -0.52860 3.82460 0.190 0.065 -0.087
C 0.30126 -0.53693 0.82081 0.292 0.021 0.587
N 0.34115 -0.28671 -0.63838 -0.027 0.320 -0.075
C 1.43396 -1.01509 -1.34942 0.163 -0.325 -0.086
C 1.24820 -2.48251 -1.22449 0.347 0.196 0.151
C 1.89237 -3.34838 -0.37047 -0.038 0.211 -0.209
C 1.34850 -4.62675 -0.57472 -0.116 -0.072 -0.007
C 0.38850 -4.49929 -1.53987 0.000 -0.367 0.130
N 0.32235 -3.20090 -1.93841 0.220 0.060 0.055
C -0.58994 -2.72443 -2.94269 -0.626 0.067 -0.118
C -1.95447 -2.31120 -2.35991 0.131 -0.138 -0.197
N -1.96401 -0.93111 -1.87320 -0.171 -0.061 -0.071
C -3.00489 -0.70428 -0.86411 -0.045 0.065 0.149
C -2.98022 0.78750 -0.45128 -0.207 -0.053 0.106
O -1.84517 1.43038 -0.98961 0.088 0.166 0.082
C -1.90332 1.45673 -2.40051 0.003 0.044 -0.185
C -2.15059 0.03765 -2.95799 0.010 0.147 -0.025
H 2.89546 5.34489 1.21260 0.104 0.037 -0.068
H 2.78284 5.19391 2.96599 0.100 0.026 0.090
H 1.75675 6.34523 2.11306 0.049 0.137 0.014
H 0.55783 4.48527 0.99312 -0.094 -0.021 0.009
H 0.45209 4.33492 2.74649 -0.106 -0.012 -0.015
H 2.31965 2.70064 2.72610 0.118 -0.029 0.029
H 2.44048 2.84876 0.97524 0.085 -0.040 -0.010
H -0.02371 1.87733 2.48904 -0.164 -0.024 -0.002
H 0.09518 2.04244 0.74888 -0.108 0.049 -0.012
H 2.19698 0.44818 1.01355 0.004 -0.011 -0.071
H 2.19612 -1.08735 2.81233 0.103 0.009 0.012
H 2.22175 0.53665 3.48257 0.109 -0.017 -0.012
H -0.19232 -1.33586 3.39413 -0.126 -0.108 -0.007
H 0.73994 -0.85343 4.80214 -0.058 -0.059 0.099
H -0.25085 0.33243 3.97228 -0.132 0.068 0.059
H 0.56681 -1.58261 0.98793 -0.154 0.053 -0.081
H -0.71680 -0.36634 1.16935 -0.079 -0.067 -0.081
H 0.43190 0.72662 -0.76498 -0.072 -0.214 -0.086
H -0.60798 -0.56731 -1.10940 0.341 0.174 0.119
H 2.39484 -0.74547 -0.90877 -0.104 0.050 -0.057
H 1.42701 -0.68917 -2.39235 -0.002 0.109 0.081
H 2.68248 -3.09279 0.30748 0.182 0.128 0.141
H 1.63385 -5.52897 -0.07474 0.032 -0.230 0.060
H -0.24397 -5.24384 -1.98030 -0.146 -0.133 -0.145
H -0.75569 -3.53772 -3.65323 0.098 0.126 0.015
H -0.13662 -1.89437 -3.48922 -0.009 -0.093 -0.031
H -2.18163 -2.97389 -1.52133 -0.012 0.014 -0.072
H -2.73210 -2.45371 -3.12047 -0.032 0.014 0.046
H -2.79632 -1.34878 -0.00738 -0.033 -0.011 -0.054
H -3.99529 -0.96892 -1.25618 0.049 -0.052 -0.003
H -3.89087 1.29513 -0.79040 0.056 -0.001 0.042
H -2.90696 0.90080 0.63056 -0.086 -0.037 -0.060
H -2.69507 2.13802 -2.73484 0.097 -0.022 0.020
H -0.94359 1.85897 -2.73049 -0.070 -0.019 -0.038
H -1.45172 -0.17673 -3.76652 -0.048 -0.011 -0.017
H -3.16729 -0.04360 -3.36524 0.046 -0.090 0.006
```
Forces are in eV/Å.

Summary:
Net charge: +1
Orbital gap (eV): 9.31
Multiplicity: 1
Lowest unoccupied orbital energy (eV): -2.18
Energy relative to the best compared isomer or geometry (same formula, charge and spin) (kcal per mole): 2.1
HOMO energy (eV): -11.493

Löwdin atomic charge list, values in e, 2 entries: atom 1 (C): -0.11, atom 2 (C): -0.27

The following is a quantum chemistry calculation of C15H15I3N3O2Pt as an isolated structure, from OMol25.

Geometry as XYZ:
```
39
Properties=species:S:1:pos:R:3:forces:R:3
Pt -0.06485 -0.59417 0.24952 -1.579 -0.338 0.166
I -6.86834 -0.00830 -2.28916 0.246 -0.069 0.047
C -4.88700 -0.55965 -1.88412 -0.230 0.077 -0.049
C -4.61913 -1.79179 -1.30600 -0.082 0.036 -0.063
C -3.30995 -2.13188 -1.03197 0.771 -0.114 0.211
I -2.84142 -3.92296 -0.04715 -0.182 0.099 -0.097
C -2.22784 -1.28802 -1.35888 -1.192 0.208 0.051
O -0.98158 -1.69011 -1.14385 1.743 0.613 0.245
C -2.53869 -0.03249 -1.92157 0.337 -0.124 0.099
C -1.40838 0.91929 -2.18704 -0.132 -0.102 -0.088
N -0.80397 1.36177 -0.91486 0.136 -0.095 0.235
C 0.44278 2.12421 -1.06020 -0.174 -0.032 -0.014
C 1.52600 1.22041 -1.59554 0.072 -0.001 -0.081
C 2.23459 1.51778 -2.74618 0.073 0.048 0.060
C 3.17763 0.61436 -3.21505 -0.029 -0.037 0.096
C 3.38099 -0.56437 -2.51516 0.038 0.078 -0.034
C 2.63823 -0.79177 -1.37059 0.202 0.024 -0.008
N 1.74099 0.08796 -0.92030 -0.366 -0.473 -0.080
C -3.85339 0.31867 -2.17225 -0.156 0.039 -0.046
H -5.42359 -2.47148 -1.06228 0.021 -0.005 0.020
H -0.63167 0.41149 -2.76301 0.043 0.041 0.021
H -1.76553 1.77415 -2.76867 0.030 0.018 0.005
H -1.48408 1.88542 -0.37456 0.026 -0.005 0.040
H 0.32534 2.98524 -1.72368 0.007 -0.008 -0.005
H 0.72535 2.48159 -0.06823 0.004 0.044 -0.011
H 2.04117 2.44414 -3.27025 -0.012 -0.001 0.004
H 3.73581 0.82618 -4.11683 -0.002 -0.014 -0.004
H 4.09790 -1.30045 -2.84887 -0.006 -0.010 0.016
H 2.76981 -1.69426 -0.78943 -0.035 0.011 -0.025
H -4.07718 1.28468 -2.60829 0.036 0.000 0.010
N 0.18999 -1.27011 3.66443 -0.049 -0.025 -0.135
C 0.06360 0.00939 3.32399 0.051 -0.210 0.119
O 0.14639 0.41256 2.15097 0.236 0.315 -0.647
C -0.17971 0.99981 4.41983 0.350 0.089 -0.030
I 1.73597 1.78708 5.00372 -0.227 -0.069 -0.026
H 0.38141 -1.96258 2.95846 0.056 -0.036 -0.036
H 0.15976 -1.57217 4.62253 -0.027 0.048 0.052
H -0.63481 0.55994 5.30040 0.006 -0.021 -0.001
H -0.76640 1.83135 4.04902 -0.004 0.003 -0.015
```
Forces are in eV/Å.

Summary:
Net charge: +1
Orbital gap (spin up / spin down) (eV): 5.91 / 5.91
Multiplicity: 1
Lowest unoccupied orbital energy (spin up / spin down) (eV): -4.71 / -4.70
HOMO energy (spin up / spin down) (eV): -10.612 / -10.611

Löwdin atomic charge list, values in e, 2 entries: atom 1 (Pt): 1.13, atom 2 (I): 0.90

The following is a quantum chemistry calculation of a 2-piece molecular cluster, C2H3BrN2S overall, from OMol25.

Geometry as XYZ:
```
9
Properties=species:S:1:pos:R:3:forces:R:3
C 1.42894 -0.02336 0.49842 0.259 0.038 0.227
C -0.35457 -0.36809 -0.65391 -1.845 3.119 0.305
N 0.79176 -0.83845 -0.26843 1.226 -0.809 0.712
N -0.45063 1.03026 -0.38815 0.584 -3.247 0.038
S 0.61599 1.50282 0.81492 0.933 -1.498 -0.849
Br -2.27606 -1.54112 1.10415 0.608 0.426 -0.418
H 2.38415 -0.42442 0.80067 0.258 0.935 0.861
H -0.99689 -0.99958 -1.22793 -0.666 0.594 -0.585
H -1.14269 1.66195 -0.67974 -1.357 0.441 -0.291
```
Forces are in eV/Å.

Summary:
Net charge: 0
Orbital gap (spin up / spin down) (eV): 6.48 / 6.49
Multiplicity: 1
Lowest unoccupied orbital energy (spin up / spin down) (eV): -1.57 / -1.57
Energy relative to the best compared isomer or geometry (same formula, charge and spin) (kcal per mole): 30.7
HOMO energy (spin up / spin down) (eV): -8.053 / -8.055

Löwdin atomic charge list, values in e, 2 entries: atom 1 (C): -0.37, atom 2 (C): -0.34

The following is a quantum chemistry calculation of one molecule with the formula C8H8Br2N2O, from OMol25.

Geometry as XYZ:
```
21
Properties=species:S:1:pos:R:3:forces:R:3
C -1.86236 -0.57190 -0.91488 2.868 1.096 -0.849
O -1.32949 0.02201 0.31510 -0.733 -0.423 -1.056
C -0.02817 0.20131 0.68642 -1.584 -0.707 -1.971
C 1.05689 -0.12508 -0.03962 -0.389 1.647 2.707
C 1.31826 -0.60441 -1.31478 2.134 -1.388 -1.087
C 2.64215 -0.79765 -1.50549 0.908 0.109 -0.663
C 3.41142 -0.24216 -0.36411 -1.418 1.808 2.569
Br 4.39156 1.56263 -0.72448 -0.284 -1.130 -0.339
Br 4.70418 -1.39088 0.60567 -0.355 0.238 -0.692
N 2.29932 0.11959 0.58101 1.602 -0.785 -1.133
N 2.44767 0.99984 1.60960 0.267 -1.268 -1.185
C 1.39984 1.33500 2.24873 -0.266 -1.218 -2.294
C -0.01877 0.88566 1.98810 1.783 1.269 -0.682
H -2.64968 0.02255 -1.23324 -1.841 1.223 0.098
H -2.19223 -1.55744 -0.79653 -0.281 -1.505 0.703
H -1.24548 -0.54122 -1.86633 0.054 0.002 1.567
H 0.62964 -0.90947 -2.02498 -1.183 -0.443 -1.030
H 3.16616 -1.23479 -2.38832 -0.710 0.552 0.907
H 1.72683 2.02210 2.90254 -0.081 2.514 2.967
H -0.28375 0.26797 2.76384 -0.752 -2.030 1.888
H -0.78751 1.65517 2.05120 0.260 0.438 -0.425
```
Forces are in eV/Å.

Summary:
Net charge: 0
Orbital gap (spin up / spin down) (eV): 7.55 / 7.55
Multiplicity: 1
Lowest unoccupied orbital energy (spin up / spin down) (eV): -0.10 / -0.10
Energy relative to the best compared isomer or geometry (same formula, charge and spin) (kcal per mole): 7.5
HOMO energy (spin up / spin down) (eV): -7.654 / -7.654

Löwdin atomic charge list, values in e, 2 entries: atom 1 (C): -0.02, atom 2 (O): -0.06

Number 1: molar mass 483.52 g mol⁻¹. Number 2: molar mass 119.16 g mol⁻¹. Number 3: molar mass 322.52 g mol⁻¹. Number 4: molar mass 845.09 g mol⁻¹. Number 5: molar mass 167.03 g mol⁻¹. Number 6: molar mass 307.97 g mol⁻¹.